Formula: C26H31Cl4N6NdO6
Source: OMol25
Level of theory: ωB97M-V with the def2-TZVPD basis set

Each line ends with the Löwdin spin population.
Cartesian coordinates (Å):
Nd  1.7102  -0.4853  -0.7307  3.021
N  3.9896  -0.0840  3.5437  0.000
C  4.0119  -1.4884  3.1715  0.000
C  4.9478  -1.9014  2.0652  0.000
C  4.3522  -2.0805  0.7075  0.000
O  4.6224  -3.0532  0.0065  0.000
O  3.5715  -1.0582  0.3383  -0.006
H  3.5352  0.4512  2.8222  0.000
H  4.9305  0.2815  3.7644  0.000
H  2.9285  -1.7434  2.9854  0.000
H  4.2084  -2.0696  4.1105  0.000
H  5.5341  -2.8264  2.3127  0.000
H  5.7194  -1.1255  1.9234  0.000
N  1.7905  -2.7284  -1.8504  -0.003
C  0.5145  -3.4209  -2.0541  0.000
C  -0.6327  -2.4611  -2.5669  0.000
N  -0.4603  -1.0176  -2.2206  -0.003
H  2.1493  -2.4098  -2.7604  0.000
H  2.5075  -3.2805  -1.3304  0.000
H  0.1038  -3.8921  -1.1760  0.000
H  0.5443  -4.2299  -2.8032  0.000
H  -1.5185  -2.9088  -2.1447  0.000
H  -0.7001  -2.5735  -3.6577  0.000
H  -1.3877  -0.6547  -2.1598  0.000
H  -0.0452  -0.6129  -3.0770  0.000
Cl  0.9040  2.5761  -4.3957  0.000
C  1.8741  1.2744  -5.1359  0.000
Cl  0.7026  0.3029  -6.1149  0.000
C  2.7143  0.3894  -4.1540  0.000
O  3.8911  0.1868  -4.5124  0.001
O  2.0704  -0.0569  -3.1016  -0.004
H  2.5491  1.8212  -5.8256  0.000
Cl  -6.1277  0.6690  3.2621  0.000
C  -6.1079  1.4766  1.7093  0.000
C  -7.2660  2.1832  1.2878  0.000
C  -7.1915  3.1267  0.3011  0.000
C  -5.9455  3.3058  -0.3494  0.000
C  -4.8260  2.5873  -0.0185  0.000
Cl  -3.1922  2.9965  -0.4904  0.000
C  -4.9500  1.4477  0.8922  0.000
N  -3.8750  0.5688  0.9866  0.000
C  -3.9016  -0.7923  1.3456  0.000
C  -5.0968  -1.5156  1.1330  0.000
C  -5.1134  -2.8512  1.5368  0.000
C  -3.9530  -3.5348  2.0485  0.000
C  -2.7819  -2.7996  2.1835  0.000
C  -2.7030  -1.4332  1.8309  0.000
C  -1.4500  -0.6207  2.2239  0.000
C  -0.3201  -0.6679  1.2161  0.000
O  0.3870  -1.6930  1.0506  -0.002
O  -0.1070  0.4054  0.5340  -0.002
H  -8.2279  1.9091  1.7568  0.000
H  -7.9970  3.7924  -0.0544  0.000
H  -5.8056  4.0447  -1.1414  0.000
H  -2.9892  0.8755  0.6181  0.000
H  -5.9365  -1.0255  0.6653  0.000
H  -6.0588  -3.4018  1.5303  0.000
H  -3.9915  -4.6091  2.2158  0.000
H  -1.8699  -3.2638  2.5437  0.000
H  -1.0692  -1.0193  3.1903  0.000
H  -1.7401  0.4424  2.3592  0.000
N  4.6387  1.3879  -1.3804  0.000
C  4.0198  2.3468  -0.6783  0.000
C  4.5096  3.6835  -0.6879  0.000
C  3.9536  4.6300  0.1381  0.000
C  2.8597  4.1935  0.9405  0.000
C  2.3498  2.9236  0.7409  0.000
N  2.8702  1.9961  -0.0859  -0.003
H  5.4105  1.5789  -2.0215  0.000
H  4.5679  0.4588  -0.9993  0.000
H  5.3305  3.9926  -1.3716  0.000
H  4.2821  5.6673  0.0795  0.000
H  2.3116  4.8207  1.6454  0.000
H  1.4703  2.5965  1.3340  0.000

Spin multiplicity = 4
HOMO level (spin up / spin down) = -7.95 / -7.95 eV
HOMO-LUMO gap (spin up / spin down) = 8.3 / 8.3 eV
ΔE to the lowest compared entry with this formula, charge and spin = 52.79 kcal per mole
Expectation value of S² = 3.752